{
  "formula": "C37H30AsBrN4PdS",
  "method": "ωB97M-V/def2-TZVPD",
  "mol_weight_g_mol": 824.0,
  "fmax_ev_per_a": 4.08,
  "e_homo_ev": -6.58,
  "lumo_ha": -0.0812,
  "orbital_gap_ev": 4.4,
  "de_lowest_kj_mol": 82.73,
  "symbols": ["Pd", "Br", "C", "C", "C", "C", "C", "C", "N", "C", "C", "C", "C", "C", "C", "N", "H", "H", "H", "H", "H", "H", "H", "H", "H", "C", "C", "C", "C", "C", "C", "N", "H", "H", "H", "H", "H", "H", "H", "H", "C", "C", "C", "C", "C", "C", "As", "C", "C", "C", "C", "C", "C", "C", "C", "C", "C", "C", "C", "H", "H", "H", "H", "H", "H", "H", "H", "H", "H", "H", "H", "H", "S", "C", "N"],
  "xyz": [[1.70228, -0.83760, -0.28445], [4.14718, 3.21830, 5.46585], [3.31688, 1.94620, 4.31725], [3.31488, 2.15230, 2.94515], [2.71538, 1.22650, 2.12405], [2.13568, 0.04710, 2.63565], [2.11548, -0.10490, 4.03835], [2.69198, 0.83540, 4.86385], [1.58398, -0.84260, 1.75185], [0.88518, -1.91750, 2.14095], [0.11988, -2.61620, 1.20625], [-0.66042, -3.74920, 1.55305], [-1.43412, -4.35810, 0.61115], [-1.42662, -3.85360, -0.70225], [-0.64432, -2.75660, -0.99435], [0.11098, -2.13640, -0.08775], [3.77188, 3.03740, 2.52925], [2.68598, 1.40680, 1.05365], [1.63938, -0.95870, 4.49505], [2.65288, 0.71260, 5.93715], [0.85468, -2.23920, 3.17445], [-0.60212, -4.11650, 2.56575], [-2.03572, -5.21900, 0.86075], [-2.01962, -4.31300, -1.47455], [-0.62862, -2.35690, -2.00505], [2.16678, -3.30330, -2.50925], [1.78318, -1.97880, -3.07125], [1.61938, -1.60860, -4.42075], [1.56618, -0.22370, -4.44475], [1.71208, 0.21270, -3.11925], [2.01808, 1.58430, -2.64555], [1.78138, -0.87360, -2.29985], [2.30798, -4.02170, -3.30985], [1.43158, -3.70220, -1.80855], [3.11308, -3.19090, -1.97035], [1.54338, -2.28200, -5.25325], [1.49228, 0.42080, -5.29955], [2.36558, 2.19920, -3.47205], [2.79648, 1.51660, -1.87895], [1.14588, 2.07520, -2.19695], [-2.74412, 5.48060, -0.41675], [-1.92352, 5.04560, -1.44325], [-1.21002, 3.86840, -1.30135], [-1.31482, 3.10300, -0.14435], [-2.12122, 3.56120, 0.88905], [-2.83432, 4.74200, 0.74995], [-0.27422, 1.39400, -0.05105], [-1.47292, 0.44230, -1.25845], [-1.50662, 0.49080, -2.64065], [-2.41232, -0.28950, -3.34375], [-3.28662, -1.12510, -2.66975], [-3.25982, -1.18650, -1.28785], [-2.35692, -0.40580, -0.57265], [-2.22072, -0.38100, 0.88005], [-2.94172, -1.16090, 1.77535], [-2.73102, -1.01750, 3.13455], [-1.80812, -0.09880, 3.61075], [-1.07062, 0.67150, 2.72605], [-1.26582, 0.52540, 1.36435], [-3.30972, 6.39420, -0.52595], [-1.84332, 5.62110, -2.35415], [-0.56562, 3.53490, -2.10805], [-2.19862, 2.98660, 1.80415], [-3.46822, 5.08210, 1.55625], [-0.83722, 1.13700, -3.19095], [-2.43062, -0.24620, -4.42235], [-3.99692, -1.72800, -3.21965], [-3.93882, -1.84600, -0.76575], [-3.65232, -1.88900, 1.40975], [-3.30292, -1.61750, 3.82755], [-1.65792, 0.00860, 4.67495], [-0.34872, 1.39360, 3.09215], [6.23028, -0.83260, -0.17135], [4.68438, -0.50810, -0.27425], [3.55528, -0.18120, -0.35385]],
  "forces_ev_per_a": [[0.45, -0.21, -1.41], [-0.18, -0.26, -0.23], [0.05, 0.24, -0.02], [0.08, 0.21, 0.50], [-0.39, -0.62, -0.46], [1.10, 1.52, 1.41], [-0.09, -0.18, -0.64], [0.08, 0.08, 0.18], [-2.19, -3.44, 0.11], [2.41, 3.13, 0.68], [-1.76, -1.75, -2.43], [1.28, 1.32, 0.47], [-0.35, 0.03, -1.48], [-0.06, -0.49, 1.21], [0.22, 0.43, -0.33], [0.01, -0.59, 1.26], [0.02, 0.02, -0.05], [0.10, -0.11, 0.23], [-0.01, -0.07, 0.07], [0.05, -0.04, 0.00], [-0.09, 0.15, 0.07], [-0.08, -0.01, 0.13], [-0.03, -0.07, 0.02], [-0.06, 0.00, -0.13], [0.19, 0.11, 0.12], [0.00, 0.09, 0.13], [-0.31, -0.71, -1.29], [-0.06, -1.05, 1.24], [0.16, 1.01, 1.13], [0.01, 0.12, -1.05], [-0.30, 0.09, 0.32], [0.06, 0.28, 0.44], [0.00, -0.13, -0.07], [0.06, -0.19, 0.03], [-0.02, -0.17, 0.00], [0.14, -0.19, -0.13], [0.03, 0.15, -0.19], [0.03, 0.05, -0.02], [-0.09, 0.27, -0.12], [0.14, 0.17, -0.03], [-0.05, 0.07, 0.02], [-0.01, -0.01, -0.02], [0.23, -0.24, -0.13], [0.24, -0.20, 0.09], [0.10, -0.24, 0.09], [-0.04, 0.02, 0.07], [-0.73, 0.80, -0.12], [-0.21, -0.32, 0.08], [0.11, 0.21, -0.12], [0.05, 0.03, -0.09], [-0.12, -0.10, 0.05], [-0.03, 0.12, 0.15], [-0.01, 0.22, -0.52], [0.08, 0.15, 0.34], [0.01, -0.01, -0.09], [-0.10, -0.11, 0.02], [0.10, 0.00, 0.20], [0.06, 0.17, -0.04], [-0.25, -0.03, 0.01], [-0.04, 0.08, 0.00], [0.03, 0.02, -0.07], [-0.03, 0.04, -0.03], [-0.08, 0.04, 0.01], [-0.04, 0.02, 0.07], [0.10, -0.04, 0.01], [0.03, 0.02, -0.09], [-0.01, -0.02, -0.03], [-0.09, -0.04, 0.04], [-0.11, -0.01, 0.01], [-0.02, -0.05, 0.08], [-0.01, 0.05, 0.11], [0.01, -0.06, 0.07], [0.93, -0.27, 0.09], [-0.83, 0.39, -0.10], [0.17, 0.12, 0.15]],
  "lowdin_charge": [0.95, 0.75, -0.67, -0.10, -0.04, -0.29, -0.01, -0.12, -0.02, -0.03, -0.23, 0.00, -0.03, -0.01, -0.13, 0.02, 0.11, 0.07, 0.10, 0.10, 0.13, 0.12, 0.12, 0.12, 0.13, -0.05, -0.40, -0.08, -0.09, -0.40, -0.08, -0.06, 0.08, 0.04, 0.08, 0.09, 0.09, 0.08, 0.05, -0.01, -0.09, -0.09, -0.12, -0.34, -0.10, -0.09, 1.36, -0.31, -0.08, -0.07, -0.08, -0.05, -0.23, -0.21, -0.03, -0.08, -0.08, -0.12, -0.35, 0.10, 0.10, 0.09, 0.09, 0.10, 0.10, 0.11, 0.10, 0.11, 0.11, 0.10, 0.10, 0.11, 0.56, -0.98, -0.10]
}